{"formula": "C31H51B3O15", "method": "ωB97M-V with the def2-TZVPD basis set", "species": ["C", "C", "B", "O", "B", "C", "C", "C", "O", "O", "B", "O", "C", "C", "C", "C", "C", "C", "O", "H", "H", "H", "H", "H", "H", "H", "H", "H", "H", "H", "H", "H", "H", "H", "H", "H", "H", "H", "H", "H", "O", "C", "C", "C", "C", "O", "H", "H", "H", "H", "H", "H", "O", "C", "C", "C", "C", "O", "H", "H", "H", "H", "H", "H", "O", "C", "C", "C", "C", "O", "H", "H", "H", "H", "H", "H", "O", "C", "C", "C", "C", "O", "H", "H", "H", "H", "H", "H", "O", "C", "C", "C", "C", "O", "H", "H", "H", "H", "H", "H"], "positions_angstrom": [[0.923, -6.337, 0.730], [0.420, -5.921, -0.425], [0.057, -5.137, -1.792], [0.898, -5.292, -2.974], [1.434, -3.953, -3.298], [2.999, -3.941, -3.810], [4.052, -3.501, -2.662], [4.506, -1.955, -2.845], [5.491, -1.568, -1.818], [0.616, -2.732, -3.198], [-0.382, -2.910, -2.126], [-0.615, -1.788, -1.243], [-0.336, -2.128, 0.148], [1.211, -1.782, 0.592], [1.573, -2.692, 1.878], [1.252, -0.187, 0.844], [2.119, 0.286, 2.126], [1.991, 0.458, -0.480], [-1.072, -4.203, -1.945], [1.326, -6.600, 1.784], [3.088, -3.330, -4.795], [3.285, -5.033, -4.111], [3.619, -3.632, -1.590], [5.010, -4.165, -2.686], [4.992, -1.757, -3.878], [3.540, -1.322, -2.785], [5.251, -2.085, -1.004], [-0.999, -1.459, 0.839], [-0.634, -3.215, 0.382], [1.883, -2.080, -0.297], [1.311, -2.227, 2.895], [2.672, -3.024, 1.771], [0.926, -3.661, 1.789], [0.219, 0.319, 0.899], [2.598, 1.311, 1.833], [2.997, -0.402, 2.402], [1.393, 0.513, 2.983], [2.994, -0.111, -0.574], [2.232, 1.569, -0.307], [1.326, 0.268, -1.411], [-0.044, 1.863, 2.510], [-1.122, 2.266, 2.136], [-2.098, 3.055, 2.964], [-3.370, 2.934, 2.156], [-2.850, 2.789, 0.747], [-1.603, 2.097, 0.875], [-1.754, 4.091, 3.030], [-2.210, 2.622, 3.958], [-4.047, 3.777, 2.279], [-3.905, 2.025, 2.449], [-2.665, 3.756, 0.270], [-3.529, 2.210, 0.119], [5.393, -3.824, 2.984], [4.990, -4.854, 3.467], [5.832, -6.051, 3.807], [4.790, -7.131, 3.988], [3.587, -6.350, 4.459], [3.692, -5.074, 3.821], [6.378, -5.851, 4.733], [6.522, -6.289, 2.997], [5.091, -7.919, 4.682], [4.574, -7.598, 3.021], [3.588, -6.199, 5.543], [2.650, -6.830, 4.170], [-5.634, 1.671, -2.383], [-4.803, 2.342, -2.947], [-4.733, 2.588, -4.428], [-3.331, 3.130, -4.592], [-3.079, 3.797, -3.263], [-3.812, 3.024, -2.309], [-5.490, 3.326, -4.705], [-4.874, 1.663, -4.988], [-3.219, 3.806, -5.441], [-2.630, 2.299, -4.728], [-3.450, 4.827, -3.238], [-2.019, 3.797, -3.001], [0.591, 3.390, -5.224], [1.384, 3.672, -4.358], [2.879, 3.632, -4.497], [3.334, 3.685, -3.056], [2.222, 4.458, -2.389], [1.037, 4.116, -3.117], [3.208, 4.509, -5.059], [3.205, 2.714, -4.987], [4.316, 4.143, -2.923], [3.377, 2.670, -2.647], [2.371, 5.540, -2.453], [2.103, 4.179, -1.340], [-4.838, 5.191, 4.411], [-5.902, 4.796, 4.000], [-7.238, 5.054, 4.639], [-8.119, 4.031, 3.956], [-7.455, 3.873, 2.610], [-6.059, 4.080, 2.851], [-7.551, 6.076, 4.412], [-7.196, 4.893, 5.716], [-9.166, 4.331, 3.887], [-8.074, 3.085, 4.505], [-7.798, 4.619, 1.887], [-7.612, 2.877, 2.192]], "forces_ev_per_a": [[-2.5, 2.5, -5.5], [2.9, -1.8, 6.2], [-0.7, -0.3, -1.5], [-0.4, 3.0, 2.6], [-0.3, -0.1, -0.9], [0.0, -0.8, -0.5], [0.8, 0.6, -0.2], [-0.5, -0.5, 0.1], [-1.6, -1.2, -0.2], [-0.1, -3.4, 2.3], [-0.4, 1.4, 0.1], [0.9, -2.8, -1.0], [0.0, 0.4, 1.8], [-1.8, -0.1, 0.2], [-0.5, -0.9, -1.0], [1.7, 0.8, -1.1], [0.0, 0.7, -0.5], [-0.2, -0.8, 0.7], [4.1, 0.6, 0.9], [-1.0, 0.5, -2.6], [0.1, -0.7, 1.8], [-0.7, 1.9, 0.5], [0.5, 0.3, -1.8], [-1.7, 1.1, -0.1], [-0.7, -0.5, 1.8], [1.5, -0.7, 0.0], [0.3, 0.8, -1.1], [1.0, -1.2, -1.5], [0.6, 1.5, -0.5], [-0.9, 0.5, 1.4], [0.7, -0.5, -1.7], [-1.7, 0.7, 0.7], [1.2, 1.6, 0.2], [1.6, -1.3, 0.0], [-0.9, -1.8, 0.7], [-1.5, 0.8, -0.4], [1.6, -0.8, -1.1], [-1.5, 1.0, -0.1], [-0.6, -1.6, -0.4], [1.3, 0.5, 1.4], [-1.3, 0.6, -0.6], [0.9, 0.1, 0.4], [-0.5, -0.2, 0.1], [-0.5, 0.3, 0.2], [-0.6, 0.0, -0.4], [0.6, -0.2, 0.5], [0.1, -0.1, 0.1], [0.3, 0.2, 0.0], [0.3, -0.2, -0.1], [0.0, 0.1, -0.1], [0.0, -0.1, 0.0], [0.3, 0.1, -0.1], [-0.8, -0.7, 0.3], [0.7, 1.2, -0.3], [0.0, -0.5, -0.2], [0.2, -0.7, 0.0], [-0.4, -0.3, 0.3], [0.3, 0.2, -0.3], [0.1, 0.1, -0.1], [0.1, 0.3, 0.2], [-0.1, 0.1, 0.0], [0.0, 0.0, 0.1], [0.0, 0.0, -0.1], [0.0, 0.3, 0.1], [0.9, 0.6, 0.0], [-1.0, -0.5, 0.5], [0.4, -0.1, -0.3], [0.3, 0.0, -0.7], [0.6, 0.5, -0.1], [-0.6, -0.4, 0.0], [-0.1, -0.1, 0.0], [-0.3, 0.1, 0.2], [0.1, 0.0, 0.1], [0.0, 0.2, 0.0], [0.0, -0.1, 0.0], [-0.2, 0.0, 0.2], [0.2, 0.3, 1.0], [-0.7, -0.1, -1.0], [0.4, -0.3, 0.3], [0.7, -0.2, 0.2], [0.2, 0.2, 0.6], [-0.2, -0.3, -0.5], [-0.1, -0.1, -0.1], [-0.2, 0.3, -0.2], [-0.1, 0.0, 0.1], [0.0, 0.1, 0.0], [0.0, 0.0, 0.0], [-0.2, 0.1, -0.2], [-0.6, -0.6, -0.7], [1.0, 0.7, 0.5], [-0.4, -0.4, 0.2], [-0.6, -0.2, 0.3], [-0.4, -0.3, -0.5], [0.0, 0.3, 0.5], [0.1, 0.0, 0.1], [0.2, 0.3, -0.1], [0.1, -0.1, -0.1], [0.0, 0.1, -0.1], [0.1, 0.0, 0.0], [0.3, 0.2, -0.1]], "homo_lumo_gap_ha": 0.350, "mol_weight_g_mol": 696.2, "lumo_ha": -0.001, "fmax_ev_per_a": 7.0, "homo_ev": -9.5}